No. 1
The following is a quantum chemistry calculation of C32H46ClF5O2P4ReTe as an isolated structure in a non-equilibrium geometry, from the Open Molecules 2025 dataset.

## Properties
E_tot (a.u.): -4068.15661
Maximum force (hartree/bohr): 0.070
E_HOMO (spin up / spin down) (eV): -13.976 / -14.307
E_LUMO (spin up / spin down) (eV): -7.65 / -7.84
HOMO-LUMO gap (spin up / spin down) (eV): 6.330 / 6.470
Expectation value of S²: 3.835
Total charge: +2
Spin multiplicity: 4

Last column: Löwdin spin population.
CARTESIAN COORDINATES (ANGSTROEM)
P1 1.147 0.946 -2.179  0.029
C1 2.866 1.438 -2.489  0.003
C2 3.598 0.836 -3.512  0.001
H1 3.176 0.018 -4.078  0.000
C3 4.881 1.273 -3.799  0.000
H2 5.444 0.796 -4.589  0.000
C4 5.441 2.316 -3.076  0.001
H3 6.443 2.654 -3.300  0.000
C5 4.711 2.927 -2.066  0.000
H4 5.141 3.741 -1.500  0.000
C6 3.427 2.497 -1.773  0.001
H5 2.875 2.992 -0.987  0.000
C7 0.903 -0.630 -3.043  0.003
C8 1.592 -1.747 -2.566  0.002
H6 2.284 -1.643 -1.744  0.001
C9 1.396 -2.986 -3.153  0.000
H7 1.936 -3.846 -2.783  0.000
C10 0.520 -3.118 -4.223  0.000
H8 0.376 -4.084 -4.688  0.000
C11 -0.159 -2.007 -4.704  0.000
H9 -0.831 -2.104 -5.546  0.000
C12 0.028 -0.764 -4.117  0.000
H10 -0.518 0.093 -4.479  0.000
C13 0.155 2.224 -3.001  0.008
C14 0.587 2.801 -4.193  0.001
H11 1.492 2.457 -4.674  0.000
C15 -0.145 3.829 -4.765  0.001
H12 0.189 4.273 -5.693  0.000
C16 -1.297 4.297 -4.145  0.000
H13 -1.860 5.105 -4.591  0.000
C17 -1.713 3.739 -2.945  0.000
H14 -2.598 4.114 -2.449  0.000
C18 -0.989 2.704 -2.372  0.002
H15 -1.291 2.279 -1.427  0.001
Re1 -0.007 -0.003 2.333  2.132
C19 -1.561 -1.148 1.846  -0.017
C20 -1.859 -1.383 0.539  0.148
H16 -2.157 -1.600 2.635  0.005
C21 -0.924 -0.768 -0.453  0.010
O1 -1.599 -0.075 -1.523  0.003
H17 -0.910 0.322 -2.071  0.000
C22 0.069 0.111 0.298  -0.021
H18 -0.359 -1.543 -0.978  0.002
C23 0.948 0.851 -0.435  0.150
Cl1 1.958 1.475 2.551  0.122
P2 -1.356 1.921 2.689  0.022
P3 1.513 -1.822 2.427  0.022
C24 -0.850 2.896 4.143  0.005
H19 0.172 3.234 4.000  0.001
H20 -0.875 2.254 5.017  0.000
H21 -1.510 3.749 4.287  0.000
C25 -1.410 3.171 1.354  0.006
H22 -2.035 2.809 0.541  0.000
H23 -0.401 3.324 0.981  0.000
H24 -1.811 4.116 1.711  0.000
C26 -3.120 1.558 3.005  0.007
H25 -3.176 0.858 3.834  0.000
H26 -3.558 1.091 2.126  -0.001
H27 -3.680 2.458 3.252  0.000
C27 2.303 -2.024 4.057  0.004
H28 1.575 -2.435 4.749  0.001
H29 2.605 -1.048 4.421  0.000
H30 3.167 -2.682 3.990  0.000
C28 0.759 -3.456 2.102  0.008
H31 0.358 -3.472 1.091  0.000
H32 -0.060 -3.594 2.803  -0.001
H33 1.476 -4.265 2.220  0.000
C29 2.925 -1.755 1.271  0.004
H34 3.270 -0.726 1.205  0.000
H35 2.601 -2.073 0.284  0.000
H36 3.742 -2.392 1.603  0.000
P4 -3.151 -2.415 -0.027  0.029
C30 -3.818 -3.411 1.327  0.001
C31 -2.560 -3.536 -1.323  0.005
H37 -4.241 -2.767 2.092  0.000
H38 -3.030 -4.012 1.770  0.000
H39 -4.600 -4.064 0.948  0.000
H40 -2.247 -2.954 -2.186  0.000
H41 -3.347 -4.223 -1.624  0.000
H42 -1.709 -4.102 -0.955  0.000
C32 -4.555 -1.521 -0.756  0.010
H43 -4.900 -0.763 -0.057  0.000
H44 -5.374 -2.201 -0.980  0.001
H45 -4.223 -1.036 -1.668  0.000
H46 1.719 1.385 0.099  0.006
F1 1.163 1.635 5.627  0.061
Te1 0.098 0.053 6.251  0.047
F2 -0.837 -1.588 6.927  0.038
F3 0.518 0.642 8.122  -0.002
F4 1.814 -0.926 6.439  0.047
F5 -1.700 0.942 6.456  0.050
O2 -0.451 -0.490 4.267  0.039


No. 2
The following is a quantum chemistry calculation of C32H46HfN3O5S4 as an isolated structure in a non-equilibrium geometry, from the Open Molecules 2025 dataset.

## Properties
E_tot (a.u.): -3428.50563
Maximum force (hartree/bohr): 0.059
E_HOMO (spin up / spin down) (eV): -4.406 / -4.406
E_LUMO (spin up / spin down) (eV): -0.22 / -0.19
HOMO-LUMO gap (spin up / spin down) (eV): 4.185 / 4.212
Energy relative to the best compared isomer or geometry (same formula, charge and spin) (eV): 1.461
Total charge: -1
Spin multiplicity: 1

Last column: Mulliken charge in e.
CARTESIAN COORDINATES (ANGSTROEM)
Hf1 9.331 12.418 11.543  1.443
C1 16.093 10.010 12.622  -1.560
C2 15.900 10.812 11.385  2.380
C3 16.708 10.202 10.250  -2.277
C4 16.450 12.243 11.571  -1.472
C5 14.381 10.846 11.063  -0.559
C6 13.595 11.663 11.865  0.266
C7 12.218 11.645 11.848  0.885
N1 11.272 12.347 12.582  -0.122
C8 11.535 13.322 13.554  0.426
C9 12.696 13.452 14.291  -0.397
C10 12.832 14.574 15.122  -0.552
C11 11.809 15.491 15.220  0.404
C12 10.583 15.406 14.493  -0.986
C13 10.474 14.259 13.687  0.786
O1 9.363 13.987 12.910  -1.674
C14 9.441 16.421 14.662  2.430
C15 8.291 15.683 15.300  -1.520
C16 9.934 17.527 15.596  -2.262
C17 9.032 17.086 13.303  -1.402
C18 14.115 14.667 15.884  2.249
C19 15.300 14.939 14.920  -0.929
C20 14.410 13.282 16.606  -1.362
C21 14.141 15.797 16.929  -2.416
C22 11.675 10.870 10.789  0.370
O2 10.359 11.018 10.628  -1.479
C23 12.459 10.193 9.854  -0.241
C24 13.841 10.083 10.081  -0.832
C25 11.870 9.536 8.565  2.485
C26 12.993 9.079 7.582  -2.235
C27 10.947 10.458 7.833  -1.447
C28 11.006 8.267 9.008  -1.453
H1 17.061 10.163 13.058  0.451
H2 15.886 8.941 12.389  0.320
H3 15.335 10.420 13.277  0.333
H4 17.784 10.241 10.454  0.487
H5 16.550 10.717 9.293  0.389
H6 16.525 9.160 10.100  0.377
H7 17.509 12.350 11.435  0.466
H8 16.268 12.661 12.656  0.053
H9 15.924 12.956 10.942  0.324
H10 14.015 12.202 12.670  -0.085
H11 13.560 12.840 14.138  0.276
H12 12.084 16.362 15.859  0.371
H13 8.578 15.140 16.232  0.293
H14 7.907 14.952 14.581  0.289
H15 7.469 16.430 15.577  0.399
H16 10.159 17.189 16.598  0.358
H17 9.140 18.278 15.694  0.453
H18 10.847 18.034 15.208  0.372
H19 9.033 16.251 12.597  0.213
H20 9.754 17.842 12.885  0.307
H21 8.033 17.529 13.398  0.415
H22 15.444 14.195 14.147  -0.166
H23 16.235 14.856 15.519  0.424
H24 15.106 15.970 14.530  0.325
H25 14.364 12.316 15.980  0.185
H26 13.764 13.091 17.466  0.369
H27 15.486 13.215 17.010  0.338
H28 14.149 16.719 16.399  0.475
H29 15.073 15.786 17.457  0.489
H30 13.301 15.737 17.689  0.352
H31 14.466 9.427 9.462  0.167
H32 13.661 9.807 7.192  0.396
H33 12.530 8.563 6.727  0.423
H34 13.584 8.273 8.056  0.479
H35 11.364 11.456 7.794  0.219
H36 10.015 10.607 8.418  0.181
H37 10.631 10.170 6.830  0.420
H38 11.553 7.641 9.724  0.322
H39 10.592 7.667 8.165  0.371
H40 10.146 8.643 9.562  0.270
N2 10.429 14.100 10.183  -0.263
C29 9.648 14.645 9.056  -0.490
C30 8.320 13.931 8.944  0.343
O3 7.510 14.405 8.162  -0.751
N3 8.117 12.900 9.788  0.260
C31 6.879 12.198 9.737  -0.353
C32 6.729 11.257 10.902  0.386
O4 5.837 10.417 10.946  -0.729
O5 7.623 11.408 11.850  -0.828
H41 11.214 13.577 9.831  0.228
H42 10.728 14.835 10.806  0.287
H43 9.354 15.718 9.279  0.227
H44 10.105 14.618 8.037  0.315
H45 5.992 12.811 9.749  0.413
H46 6.789 11.581 8.879  0.145
S1 5.384 9.368 3.771  -0.206
S2 5.545 10.332 5.395  0.115
S3 7.480 10.589 5.739  0.291
S4 8.357 9.632 4.297  -0.235


No. 3
The following is a quantum chemistry calculation of C32H47Cl3LaN3O3SSi as an isolated structure in a non-equilibrium geometry, from the Open Molecules 2025 dataset.

## Properties
E_tot (a.u.): -3737.55078
Maximum force (hartree/bohr): 0.062
E_HOMO (eV): -7.807
E_LUMO (eV): 0.30
HOMO-LUMO gap (eV): 8.104
Energy relative to the best compared isomer or geometry (same formula, charge and spin) (eV): 1.311
Spin multiplicity: 1

Last column: Mulliken charge in e.
CARTESIAN COORDINATES (ANGSTROEM)
C1 -1.833 -2.170 -5.680  -2.212
C2 -1.262 -2.540 -4.349  0.937
H1 -2.157 -3.044 -6.270  0.441
H2 -1.076 -1.706 -6.339  0.373
H3 -2.707 -1.511 -5.624  0.348
C3 -0.669 -3.745 -4.267  0.141
C4 -0.379 -4.635 -5.445  -1.584
H4 -0.555 -4.246 -3.306  0.342
H5 0.335 -4.254 -6.200  0.282
H6 -1.313 -4.895 -5.969  0.397
H7 0.038 -5.581 -5.086  0.396
La1 1.590 1.710 0.918  1.406
Cl1 -1.362 1.865 1.088  -0.636
Cl2 3.467 2.473 -0.917  -0.710
H8 1.662 6.094 3.349  0.264
H9 -1.214 6.808 3.336  0.323
C5 1.430 6.412 2.324  -0.953
C6 -0.998 6.814 2.254  -0.869
N1 0.117 5.947 1.939  0.229
H10 2.187 5.998 1.647  0.294
C7 0.035 4.661 1.626  0.207
O1 1.046 3.920 1.733  -0.568
H11 -1.914 6.531 1.721  0.317
H12 -0.892 4.230 1.226  0.315
H13 1.421 7.499 2.272  0.345
H14 -0.714 7.839 1.987  0.289
H15 1.852 -1.049 -2.902  0.251
H16 2.427 -3.908 -2.185  0.238
C8 2.849 -0.991 -2.437  -0.545
C9 3.329 -3.369 -1.847  -0.854
N2 3.048 -2.003 -1.392  0.215
H17 2.955 0.009 -2.017  -0.057
C10 2.916 -1.750 -0.068  -0.077
O2 2.834 -0.621 0.449  -0.519
H18 3.769 -3.939 -1.024  0.352
H19 2.882 -2.672 0.556  0.372
H20 3.598 -1.177 -3.208  0.350
H21 4.038 -3.317 -2.674  0.334
O3 -0.904 -0.376 -3.191  0.073
C11 -1.553 -1.628 -3.129  -0.080
C12 0.016 -2.712 -1.367  1.429
C13 -1.247 -2.310 -1.795  0.478
H22 0.863 -2.259 -1.856  -0.554
C14 0.204 -3.663 -0.339  -0.583
H23 -2.642 -1.481 -3.086  0.428
C15 -2.298 -2.629 -0.926  -0.747
H24 1.219 -3.956 -0.038  0.192
C16 -0.910 -4.211 0.296  -0.904
C17 -2.144 -3.591 0.080  -0.689
H25 -3.258 -2.136 -1.083  0.372
H26 -0.792 -5.070 0.947  0.474
H27 -2.999 -3.854 0.697  0.413
Si1 -1.235 1.120 -3.758  0.539
Cl3 0.572 0.674 -1.017  -0.436
C18 0.354 2.204 -3.951  -1.027
C19 -2.390 2.096 -2.729  -1.118
C20 -1.612 0.827 -5.487  -0.905
H28 1.011 2.413 -3.099  0.242
H29 0.062 3.199 -4.321  0.359
H30 1.004 1.804 -4.747  0.274
H31 -1.100 -0.110 -5.702  -0.129
H32 -1.206 1.579 -6.163  0.454
H33 -2.670 0.674 -5.649  0.325
H34 -2.904 1.555 -1.936  0.286
H35 -3.154 2.470 -3.420  0.411
H36 -1.977 2.985 -2.240  0.249
N3 0.825 -0.040 2.369  -0.293
S1 -0.556 -0.035 3.180  0.125
C21 -0.259 -1.409 4.360  0.630
C22 -0.179 -1.232 5.733  -0.361
C23 0.115 -2.337 6.532  -0.725
C24 0.277 -3.599 5.950  -0.561
C25 0.158 -3.770 4.563  -0.563
C26 -0.142 -2.665 3.762  -0.236
C27 -0.361 1.454 4.180  0.606
C28 -1.439 2.285 4.507  -0.595
C29 -1.187 3.477 5.172  -0.651
C30 0.116 3.823 5.522  -0.541
C31 1.195 3.005 5.158  -0.729
C32 0.950 1.811 4.472  -0.329
H37 1.069 -0.961 2.007  0.036
H38 -0.297 -0.237 6.139  0.452
H39 0.224 -2.206 7.603  0.383
H40 0.452 -4.474 6.582  0.352
H41 0.301 -4.750 4.100  0.408
H42 -0.245 -2.767 2.680  0.234
H43 -2.426 1.998 4.166  0.437
H44 -2.012 4.129 5.425  0.444
H45 0.312 4.732 6.099  0.404
H46 2.232 3.277 5.403  0.381
H47 1.784 1.189 4.129  0.693